(1)
A structure of composition C5H15N3 in a non-equilibrium geometry. Source: the Open Molecules 2025 dataset; level of theory: wB97M-V/def2-TZVPD.

```
23
Properties=species:S:1:pos:R:3:forces:R:3:mulliken_charge:R:1
C 1.55252 -0.49202 0.25839 3.88 1.55 2.60 0.35
C -1.22320 0.25158 0.69266 -0.20 -0.99 -2.70 -0.34
C -0.00206 1.05628 -1.53764 -0.28 0.21 0.40 -1.22
C 1.35548 -1.99561 0.32985 -1.30 0.72 1.64 -1.23
C -1.29141 1.53154 1.48567 0.80 -0.04 0.27 -1.05
N -0.11742 -0.15936 -0.73218 -1.83 0.83 0.38 0.27
N 1.47030 0.63201 1.01902 -2.52 -1.69 -0.07 -0.72
N -0.65703 -1.14925 -1.62581 -0.53 0.30 0.73 -0.84
H 1.94351 1.40254 0.54481 1.00 -0.74 0.46 0.20
H 2.67043 -0.54059 0.27559 0.50 0.65 -2.99 0.36
H -1.00085 -1.93158 -1.07742 0.34 -0.09 0.14 0.24
H -1.49186 -0.79330 -2.09027 -0.01 0.21 -0.11 0.25
H -1.19538 -0.62646 1.32912 0.40 -0.14 -0.15 0.26
H -2.12322 0.19617 0.06642 0.03 -0.20 0.08 0.41
H 0.61298 0.86182 -2.41825 -0.02 0.02 0.13 0.36
H -0.98397 1.43287 -1.84564 -0.15 -0.24 -0.21 0.39
H 0.39610 1.86575 -0.93341 0.40 -0.16 0.08 0.39
H 0.36073 -2.20196 0.72926 -0.11 -0.80 -0.30 0.28
H 1.60453 -2.45559 -0.62791 -0.53 0.27 -0.06 0.25
H 2.08585 -2.40454 1.02613 0.06 0.09 0.22 0.45
H -0.65200 1.45685 2.36245 0.31 0.24 -0.28 0.31
H -1.01259 2.39510 0.88088 -0.08 0.06 0.19 0.24
H -2.30142 1.66775 1.88826 -0.16 -0.07 -0.45 0.38
```
Positions in Å, forces in eV/Å.

Calculated values
- E_tot (eV) = -9892.15774
- highest occupied orbital energy (eV) = -7.2
- gap between HOMO and LUMO (eV) = 8.1
- multiplicity = 1


(2)
A cluster of 2 separate species, C4H14N in total in a non-equilibrium geometry. Source: the Open Molecules 2025 dataset; level of theory: wB97M-V/def2-TZVPD.

```
19
Properties=species:S:1:pos:R:3:forces:R:3:mulliken_charge:R:1
C 2.10292 -1.20886 -1.34858 -1.63 -0.01 0.55 -0.41
C 2.25721 -2.65782 -0.81952 1.21 0.92 1.05 -0.82
H 2.03969 -1.23678 -2.45042 0.70 0.34 0.46 0.30
H 2.80443 -0.48646 -0.89337 -0.09 -0.41 -0.75 0.31
H 1.06598 -0.84244 -1.09661 0.72 -0.12 0.13 -0.19
H 1.28496 -3.15236 -0.88454 0.51 -0.41 -0.18 0.29
H 3.07614 -3.08651 -1.41880 -0.70 -0.49 0.21 0.27
H 2.63988 -2.70735 0.26123 -0.78 0.21 -1.44 0.25
C -2.46868 1.62726 -0.10202 -0.43 -2.25 -0.47 -0.88
N -1.15824 1.03942 0.40750 -0.26 -1.70 0.82 -0.20
C -0.74825 1.21140 1.86579 2.40 -0.66 -0.10 -0.90
H -2.36905 1.75197 -1.16809 0.28 -0.26 -0.47 0.39
H -3.30821 0.85711 0.02890 1.17 1.57 0.40 0.31
H -2.58725 2.61203 0.24284 -0.54 0.96 1.15 0.39
H -0.41498 1.43300 -0.14233 0.55 -0.12 -0.52 0.38
H -1.21977 -0.00348 0.22070 0.46 1.53 0.07 0.38
H -0.18355 2.10321 2.07138 -0.26 0.90 -0.68 0.37
H -0.02162 0.46982 2.31408 -0.90 -0.02 -1.49 0.34
H -1.55811 1.18046 2.48844 -2.40 0.02 1.25 0.41
```
Positions in Å, forces in eV/Å.

Calculated values
- net charge = +1
- E_tot (eV) = -5857.36027
- highest occupied orbital energy (eV) = -14.5
- gap between HOMO and LUMO (eV) = 10.9
- multiplicity = 1


Question: Look up the gap between HOMO and LUMO of the first one.
Answer: 8.1 eV